Entry 1:
Molecular formula: C3H5N3OS
Method: DFT, ωB97M-V/def2-TZVPD

Geometry as XYZ:
```
13
Properties=species:S:1:pos:R:3
C 1.99773 -0.64422 -0.35638
N 0.89413 -0.45698 0.55590
N -0.22618 -0.01239 -0.01321
C -0.74424 1.25341 0.00040
N -2.03800 1.32627 -0.03257
C -2.46199 0.00526 0.01557
S -3.97874 -0.61755 -0.01993
O -1.37382 -0.83188 0.13687
H 2.40577 0.27576 -0.80355
H 2.80410 -1.13335 0.21419
H 1.68449 -1.32681 -1.15259
H 1.10866 0.04448 1.41732
H -0.07193 2.11799 0.03799
```

## Properties
SMILES   CNn1cnc(=S)o1
HOMO-LUMO gap   8.4 eV

natural (NBO) atomic charge list, values in e, 2 entries: -0.414 -0.425

=====

Entry 2:
Molecular formula: C44H66O33
Method: DFT, ωB97M-V/def2-TZVPD

Geometry as XYZ:
```
143
Properties=species:S:1:pos:R:3
C -13.62320 10.97265 22.37044
C -14.97052 11.32638 22.99927
C -14.96815 10.82911 24.45716
O -14.19051 11.82742 25.09854
C -14.35456 12.99138 24.41861
O -14.06057 14.07292 24.81404
O -14.99342 12.74457 23.28151
H -12.75994 11.27960 22.95679
H -13.51614 11.55557 21.44933
H -13.63270 9.92561 22.06996
H -15.82696 11.12336 22.36575
H -14.49787 9.85046 24.45032
H -16.01793 10.86617 24.75812
C -19.76815 11.90514 18.88020
C -19.34554 11.79864 20.31419
C -20.37078 12.34866 21.35744
O -20.52790 11.34360 22.30237
C -19.87011 10.19116 21.89574
O -19.94403 9.14437 22.44209
O -19.37391 10.41669 20.68645
H -20.70146 11.37013 18.68988
H -19.03575 11.44803 18.21181
H -19.92789 12.92962 18.54304
H -18.39618 12.30326 20.50697
H -21.26122 12.57570 20.75714
H -20.07505 13.30103 21.80042
C -18.12897 7.32362 31.08303
C -18.82715 8.65095 31.36134
C -20.01909 8.99158 30.38903
O -20.83908 9.70267 31.29505
C -20.67857 9.24234 32.55944
O -21.46073 9.35835 33.44399
O -19.58312 8.48942 32.56717
H -18.94572 6.63043 30.87712
H -17.65684 6.88591 31.96280
H -17.42416 7.40988 30.26066
H -18.20750 9.54910 31.35860
H -20.53354 8.10026 30.02718
H -19.73006 9.59025 29.52900
C -20.90929 2.82778 31.62456
C -21.64375 2.74446 30.28903
C -20.87711 3.19181 29.02912
O -21.30279 2.26567 28.03359
C -21.94643 1.20231 28.64471
O -22.32173 0.21530 28.11800
O -21.88853 1.40632 29.99040
H -20.73751 3.87671 31.86286
H -19.94751 2.34020 31.44715
H -21.46708 2.27708 32.37654
H -22.59655 3.27970 30.42209
H -19.80066 3.31377 29.12794
H -21.37071 4.12940 28.76312
C -23.92540 11.39280 21.61944
C -23.53664 10.08429 22.26625
C -23.53136 10.20795 23.83051
O -24.11458 8.99132 24.25731
C -24.79347 8.42452 23.22945
O -25.21405 7.30396 23.24221
O -24.69683 9.19751 22.15290
H -24.86014 11.89242 21.87123
H -24.06826 11.31623 20.53511
H -23.06916 12.05731 21.74640
H -22.68926 9.62290 21.76675
H -24.13672 11.05611 24.13957
H -22.47619 10.25103 24.09784
C -17.99226 16.09633 22.26101
C -17.25149 15.42804 23.37471
C -17.41914 16.14651 24.73848
O -17.84601 15.10040 25.59343
C -18.03606 13.95729 24.90185
O -18.12917 12.90579 25.45442
O -17.77193 14.11703 23.57720
H -19.07467 16.21428 22.36304
H -17.81589 15.72271 21.25033
H -17.67778 17.14592 22.19619
H -16.18468 15.43009 23.14847
H -18.16246 16.94305 24.75579
H -16.43284 16.54921 24.96291
C -18.07654 9.46394 25.65152
C -19.30805 8.60619 25.84125
C -19.16281 7.26807 25.14361
O -19.48127 6.36562 26.19892
C -19.76823 6.99065 27.36026
O -20.00594 6.45292 28.39598
O -19.66979 8.33393 27.16243
H -17.21460 9.17269 26.25954
H -18.29842 10.50746 25.87857
H -17.65646 9.42778 24.64463
H -20.15534 9.13692 25.39549
H -18.15895 7.12445 24.74158
H -19.81418 7.20768 24.27305
C -15.39240 8.36204 18.46948
C -16.52588 8.65176 19.42292
C -17.89000 7.99559 19.15603
O -18.17025 7.23241 20.36788
C -17.21098 7.42502 21.25110
O -17.14466 7.05954 22.38393
O -16.15570 8.10416 20.68825
H -15.76973 8.22744 17.44622
H -14.87622 7.42733 18.68453
H -14.65210 9.14259 18.29674
H -16.66670 9.73784 19.47849
H -17.66864 7.25825 18.38418
H -18.73579 8.65610 19.02190
C -15.18698 8.00437 28.16232
C -14.61766 9.02981 29.13243
C -13.80374 8.47556 30.32908
O -12.78754 9.48566 30.50028
C -12.77095 10.29155 29.40841
O -11.89826 11.11193 29.30095
O -13.73908 10.00413 28.56589
H -14.67117 7.06024 28.34524
H -15.05187 8.21029 27.10185
H -16.25553 7.90186 28.34030
H -15.42224 9.52485 29.68618
H -13.29923 7.55149 30.03772
H -14.39428 8.35585 31.23094
C -22.60523 5.53268 21.30098
C -21.09527 5.68223 21.39624
C -20.38304 4.96707 22.51090
O -19.53931 3.99646 21.90393
C -19.68302 4.09950 20.51670
O -19.08082 3.40606 19.76229
O -20.48015 5.09090 20.21599
H -22.98631 6.02745 20.41263
H -23.01340 5.99127 22.20654
H -22.90166 4.48898 21.39614
H -20.69569 6.69808 21.37035
H -21.07509 4.47129 23.20078
H -19.78543 5.60856 23.16165
C -25.23395 6.09090 28.21669
C -24.67796 6.34020 26.80684
C -23.23290 6.88038 26.85439
O -22.59938 6.05085 25.87284
C -23.39506 5.02765 25.47734
O -23.03548 4.24019 24.65048
O -24.54373 5.07603 26.11730
H -24.55464 5.46135 28.78522
H -26.22538 5.64238 28.13697
H -25.44255 7.05640 28.68050
H -25.37618 7.01434 26.31754
H -22.82287 6.84804 27.86194
H -23.26644 7.91136 26.50542
```

## Properties
SMILES   C[C@H]1COC(=O)O1.C[C@H]1COC(=O)O1.C[C@H]1COC(=O)O1.C[C@H]1COC(=O)O1.C[C@H]1COC(=O)O1.C[C@H]1COC(=O)O1.C[C@H]1COC(=O)O1.C[C@H]1COC(=O)O1.C[C@H]1COC(=O)O1.C[C@H]1COC(=O)O1.C[C@H]1COC(=O)O1
HOMO-LUMO gap   9.8 eV

Mulliken atomic charge list, values in e, 2 entries: -1.610 0.708

=====

Entry 3:
Molecular formula: BrH4N2P
Method: DFT, ωB97M-V/def2-TZVPD

Geometry as XYZ:
```
8
Properties=species:S:1:pos:R:3
N 0.25043 -1.26788 0.23264
P 0.83033 0.13159 0.98935
N 0.04104 1.32101 0.09683
Br 3.02195 0.00369 -0.09141
H -0.52294 -1.57652 -0.27426
H 0.77793 -2.07954 0.37725
H 0.05153 2.36274 0.21611
H 0.08141 0.96562 -0.82027
```

## Properties
SMILES   NP(N)Br
HOMO-LUMO gap   9.6 eV

natural (NBO) atomic charge list, values in e, 2 entries: -1.209 1.217

=====

Entry 4:
Molecular formula: C60H165N15O15
Method: DFT, ωB97M-V/def2-TZVPD

Geometry as XYZ:
```
255
Properties=species:S:1:pos:R:3
C 0.80923 -4.73575 2.14282
C 1.51641 -5.96335 2.68881
C 2.42860 -6.64575 1.68743
O 1.77951 -6.84743 0.45074
C 1.04766 -8.05919 0.43624
N 2.15981 -5.73365 4.00246
H 0.32745 -4.17921 2.95553
H 0.04330 -4.98725 1.41533
H 1.54949 -4.02139 1.76127
H 0.69964 -6.68486 2.87664
H 2.83603 -7.58886 2.07614
H 3.30571 -6.01742 1.48271
H 0.58391 -8.21229 -0.53773
H 0.25060 -8.04452 1.18417
H 1.72160 -8.91170 0.57933
H 2.75495 -6.54760 4.12939
H 1.44693 -5.76716 4.71960
C -2.48387 7.46843 -1.06457
C -2.79553 6.43429 -2.14304
C -2.17441 5.06356 -1.85988
O -2.35694 4.22365 -2.99008
C -1.99979 2.87547 -2.82555
N -4.24827 6.28304 -2.33739
H -2.88509 7.15229 -0.10131
H -2.86077 8.43690 -1.38459
H -1.39536 7.52125 -1.00897
H -2.36046 6.71833 -3.10649
H -2.70185 4.59335 -1.01651
H -1.09963 5.12876 -1.65104
H -1.63073 2.54403 -3.80378
H -2.77425 2.18549 -2.48187
H -1.08694 2.78336 -2.21395
H -4.67470 5.68098 -1.63304
H -4.29119 5.64766 -3.13661
C -0.80234 1.01369 4.72479
C -1.08406 1.62966 6.08455
C -0.36630 0.82280 7.15916
O -0.62328 1.22040 8.48041
C 0.35256 2.02783 9.11478
N -0.58970 3.01553 6.10099
H -1.33198 0.07283 4.57413
H 0.28540 0.94269 4.63119
H -1.13514 1.66997 3.91589
H -2.15493 1.52367 6.30763
H 0.70076 0.74198 6.89685
H -0.72056 -0.20928 7.06384
H 0.99662 1.41517 9.75849
H -0.16782 2.65178 9.84663
H 0.93045 2.63940 8.42535
H -1.24955 3.74833 5.89128
H -0.13695 3.16055 6.98941
C 0.57884 -0.52504 1.60502
C -0.80889 -0.11104 1.10109
C -1.03532 -0.20664 -0.40135
O 0.05263 0.46194 -1.05607
C 0.93235 -0.49623 -1.63159
N -1.76902 -1.05342 1.76382
H 0.79655 -1.57741 1.40911
H 0.64618 -0.34795 2.67931
H 1.36045 0.09622 1.15618
H -1.00917 0.91339 1.42467
H -1.95153 0.32570 -0.66575
H -1.03480 -1.26279 -0.68550
H 1.93967 -0.07914 -1.60540
H 0.61482 -0.95309 -2.57435
H 0.98971 -1.34752 -0.93725
H -1.33221 -1.96920 1.62143
H -1.68113 -1.01635 2.77942
C 8.36979 -2.37236 -4.41054
C 7.33196 -2.96330 -3.45233
C 5.94450 -2.60366 -3.83707
O 5.67668 -1.21340 -3.68624
C 4.31666 -0.95170 -3.43331
N 7.47300 -4.43188 -3.32497
H 8.28228 -2.81000 -5.40765
H 9.35926 -2.51222 -3.97468
H 8.19134 -1.30359 -4.55434
H 7.55024 -2.57504 -2.45636
H 5.18419 -3.14390 -3.25576
H 5.69971 -2.81306 -4.89516
H 4.07932 -1.37478 -2.45327
H 3.72446 -1.49329 -4.19328
H 4.11065 0.10077 -3.57186
H 8.44053 -4.66368 -3.49761
H 6.84474 -4.92118 -3.94676
C 4.63084 -0.03160 0.27151
C 5.74977 -1.04329 0.46670
C 5.76542 -1.65996 1.85533
O 4.67214 -2.53054 2.00847
C 4.37825 -2.79258 3.35170
N 5.64491 -2.04167 -0.62219
H 4.67989 0.40602 -0.72399
H 4.70638 0.70778 1.07269
H 3.64125 -0.49131 0.37269
H 6.70524 -0.58202 0.19942
H 5.78004 -0.86093 2.60890
H 6.71123 -2.21794 1.95037
H 5.12985 -3.40895 3.86896
H 3.39252 -3.23283 3.45665
H 4.44878 -1.86516 3.94443
H 4.79646 -2.58882 -0.46991
H 6.36188 -2.76253 -0.57106
C -1.03803 3.98179 2.60309
C -1.33056 5.32630 1.93302
C -1.44043 6.39437 3.01920
O -2.38186 6.09244 4.03768
C -3.71071 6.28478 3.60528
N -0.24832 5.73802 1.01382
H -0.12366 4.05555 3.20023
H -0.77089 3.23296 1.84746
H -1.93721 3.69127 3.14205
H -2.26746 5.15519 1.38901
H -1.65838 7.41043 2.66499
H -0.45923 6.40941 3.50466
H -4.35910 6.05147 4.44974
H -4.06201 5.60339 2.81686
H -3.82331 7.30785 3.23044
H 0.57710 5.16181 1.20180
H 0.19741 6.54644 1.45974
C -5.04488 3.84900 0.36971
C -4.23287 2.76035 1.09228
C -4.66762 2.61294 2.54457
O -6.05842 2.48044 2.67567
C -6.45487 2.37335 4.02003
N -4.55731 1.46574 0.40533
H -4.53004 4.80744 0.51168
H -5.88181 4.11576 1.02936
H -5.41579 3.56708 -0.60608
H -3.16550 2.98121 1.06523
H -4.40057 3.54662 3.07784
H -4.10517 1.81873 3.05124
H -7.50279 2.06983 4.03696
H -6.41309 3.36631 4.48547
H -5.89590 1.63080 4.59719
H -5.53697 1.34560 0.65340
H -4.02837 0.72581 0.86494
C 3.11320 -1.60870 -8.58728
C 1.66009 -1.33557 -8.94612
C 0.95258 -0.27323 -8.12276
O 0.79943 -0.74813 -6.82774
C 0.20407 0.17253 -5.94581
N 1.63416 -1.06293 -10.37902
H 3.51999 -2.37449 -9.24331
H 3.33105 -1.90612 -7.56045
H 3.67101 -0.67279 -8.72742
H 1.10765 -2.24286 -8.66864
H -0.05339 -0.11103 -8.54859
H 1.44047 0.70628 -8.26995
H 0.32437 -0.19027 -4.92343
H -0.87034 0.22878 -6.16393
H 0.64974 1.16963 -5.96319
H 0.70312 -0.83167 -10.71193
H 2.17556 -0.21374 -10.52760
C 1.41383 4.09343 -4.48824
C 2.40283 4.19058 -3.31452
C 1.91927 5.09657 -2.20660
O 1.87145 6.40042 -2.75284
C 1.53455 7.36596 -1.77802
N 2.61923 2.81993 -2.76105
H 0.68441 3.32199 -4.25264
H 1.97584 3.82438 -5.38637
H 0.92550 5.04349 -4.71126
H 3.36674 4.57937 -3.64276
H 2.62843 5.15727 -1.37105
H 0.99875 4.69610 -1.75152
H 0.59868 7.13439 -1.25682
H 1.35472 8.28741 -2.33006
H 2.31826 7.44660 -1.01618
H 2.90347 2.30397 -3.58749
H 1.73797 2.41014 -2.46119
C -5.83595 -1.72485 -3.56433
C -4.57034 -1.02386 -3.08525
C -3.46070 -0.96179 -4.10539
O -3.23032 -2.30841 -4.54407
C -1.91287 -2.55547 -4.94490
N -4.93971 0.29922 -2.57526
H -6.52982 -1.02204 -4.03501
H -6.36415 -2.14606 -2.70782
H -5.61339 -2.51200 -4.28243
H -4.21020 -1.60433 -2.23172
H -2.52983 -0.55838 -3.69520
H -3.78083 -0.37771 -4.97814
H -1.65979 -3.61469 -4.89640
H -1.09405 -2.04059 -4.42248
H -1.77431 -2.24074 -5.99354
H -5.91758 0.35992 -2.32801
H -4.44430 0.56381 -1.72838
C 1.93733 -4.17217 -1.86357
C 2.53837 -5.17615 -2.84443
C 2.60205 -4.72174 -4.27508
O 1.32868 -4.70926 -4.91671
C 1.47314 -4.23514 -6.24133
N 3.89135 -5.51092 -2.40099
H 0.88222 -3.98720 -2.08648
H 2.45750 -3.20896 -1.88362
H 1.92240 -4.61213 -0.86490
H 1.86010 -6.03218 -2.69791
H 3.18002 -5.46380 -4.84772
H 3.10714 -3.75044 -4.34773
H 0.69715 -4.69643 -6.85450
H 2.44505 -4.37277 -6.72342
H 1.26436 -3.15679 -6.25011
H 4.22018 -6.37503 -2.81755
H 3.89350 -5.68384 -1.40216
C -4.25459 -1.00174 3.85837
C -4.28724 -1.25419 5.33984
C -5.37772 -2.18554 5.80627
O -5.30325 -2.49502 7.18466
C -5.64361 -1.42929 8.01654
N -2.90853 -1.63076 5.79358
H -5.22011 -0.75173 3.41771
H -3.83656 -1.88114 3.35389
H -3.56278 -0.20929 3.57485
H -4.33346 -0.28953 5.87027
H -5.21218 -3.15022 5.30942
H -6.39087 -1.84857 5.55606
H -4.96811 -0.57282 7.91843
H -5.74776 -1.75890 9.04548
H -6.63222 -1.01515 7.74569
H -2.96672 -1.95841 6.75160
H -2.67873 -2.39601 5.15967
C 2.58757 3.08278 0.68651
C 2.87087 4.00434 1.84296
C 4.27432 3.89812 2.40959
O 4.62918 2.56139 2.76822
C 4.10821 2.15977 4.00714
N 2.65261 5.36995 1.31582
H 3.46074 2.69717 0.16042
H 1.90106 3.47117 -0.06148
H 2.07828 2.18002 1.04544
H 2.20029 3.82763 2.68949
H 4.47902 4.59327 3.23352
H 5.02998 4.08619 1.63766
H 4.53278 1.21067 4.33072
H 3.01927 2.02102 3.96922
H 4.34062 2.91228 4.77169
H 3.18111 5.49140 0.45793
H 3.02829 6.08351 1.93709
C -2.45640 -4.20863 -0.47375
C -3.75406 -3.82613 0.24937
C -3.84410 -4.33973 1.65604
O -3.74623 -5.74734 1.67941
C -3.79584 -6.26914 2.97273
N -3.99749 -2.38066 0.25704
H -1.58589 -4.15792 0.18646
H -2.29799 -3.58777 -1.35754
H -2.53590 -5.23108 -0.85283
H -4.58301 -4.25150 -0.32642
H -4.86058 -4.10922 2.01108
H -3.07159 -3.89026 2.30063
H -3.93807 -7.34507 2.95762
H -4.67566 -5.86881 3.51385
H -2.93900 -5.95845 3.58666
H -3.64099 -1.91350 -0.56585
H -3.45482 -1.93181 0.99986
```

## Properties
HOMO-LUMO gap   9.0 eV

Mulliken atomic charge list, values in e, 2 entries: -0.410 0.150

=====

Entry 5:
Molecular formula: C2H8Si2
Method: DFT, ωB97M-V/def2-TZVPD

Geometry as XYZ:
```
12
Properties=species:S:1:pos:R:3
C -0.37800 0.52179 -2.04172
C -1.08205 0.12962 -1.13259
Si -1.98324 -0.81398 0.22866
H 0.06636 1.03954 -2.81113
H -2.46884 -0.25868 1.42917
H -0.89178 -1.72913 0.55349
H -3.24744 -1.43577 -0.40221
Si 1.91706 0.40511 0.84264
H 1.20173 1.56289 0.81236
H 2.02682 0.37509 -0.69074
H 3.41526 0.46023 1.12015
H 1.42412 -0.25671 2.09190
```

## Properties
SMILES   C#C[SiH3].[SiH4]
HOMO-LUMO gap   10.8 eV

natural (NBO) atomic charge list, values in e, 2 entries: -0.176 -0.458

=====

In the order shown, the computed HOMO energy values come out to -0.3127; -0.3756; -0.3264; -0.3220; -0.3756 Eh.
In the order shown, the computed energy above the lowest of the compared OMol25 structures with the same formula, charge and spin values come out to 341.8; 353.8; 25.0; 326.4; 257.3 kJ/mol.